Computed, not measured: a single C3H5N molecule in a non-equilibrium geometry, with ωB97M-V/def2-TZVPD.

Cartesian coordinates (Å):
N1 2.0817 0.6243 0.2714
C1 0.8105 0.2398 0.2167
C2 -0.2910 -0.4852 0.8390
C3 -0.4185 0.1141 -0.6306
H1 2.4620 0.8659 -0.6103
H2 -0.1541 -1.5555 0.8168
H3 -1.0160 -0.1832 1.7651
H4 -1.1123 0.8296 -0.7812
H5 -0.3772 -0.7764 -1.2885

E_HOMO (Eh): -0.3514
Molecular weight (g mol⁻¹): 55.08
SMILES: N=C1CC1
Energy above the lowest of the compared OMol25 structures with the same formula, charge and spin (kJ/mol): 246.2
Kohn-Sham gap (hartree): 0.38785
Calculated total energy (eV): -4679.3051